*w*
{
  "formula": "C2H5OPS",
  "method": "ωB97M-V/def2-TZVPD",
  "symbols": ["C", "C", "O", "P", "S", "H", "H", "H", "H", "H"],
  "coordinates": [[-0.151, 1.600, -0.111], [-1.303, -0.340, 0.162], [-0.396, -1.426, 0.312], [0.875, 1.411, -1.529], [-0.476, 2.729, 0.930], [-1.778, -0.428, -0.709], [-1.793, -0.207, 1.146], [-0.279, -1.598, 1.193], [2.166, 1.837, -1.212], [0.988, 0.083, -1.208]],
  "mulliken_charge": [0.177, -0.497, -0.455, -0.044, -0.257, 0.360, 0.325, 0.305, 0.049, 0.037]
}

=====

*x*
{
  "formula": "C2H5OPS",
  "method": "ωB97M-V/def2-TZVPD",
  "symbols": ["C", "C", "O", "P", "S", "H", "H", "H", "H", "H"],
  "coordinates": [[1.778, 0.091, -0.377], [-1.016, 0.043, -0.157], [4.312, -0.586, -0.474], [0.426, 1.111, 0.126], [3.331, 0.259, 0.264], [1.546, -0.576, -1.363], [-1.874, 0.554, 0.004], [-1.028, -0.916, 0.384], [-1.070, -0.266, -1.206], [0.686, 0.975, 1.615]],
  "mulliken_charge": [-0.137, -0.963, -0.510, 0.007, 0.338, 0.225, 0.372, 0.328, 0.297, 0.045]
}

=====

Most stable: *x*. Least stable: *w*.

=====

*w*
{
  "formula": "C3H11N3O",
  "method": "ωB97M-V/def2-TZVPD",
  "symbols": ["N", "C", "O", "H", "H", "H", "H", "C", "N", "C", "N", "H", "H", "H", "H", "H", "H", "H"],
  "coordinates": [[0.077, 2.245, 0.545], [-0.583, 0.907, 1.852], [-0.774, -0.242, 1.390], [-0.763, 2.808, 0.520], [0.782, 2.731, 1.092], [0.315, 1.104, 2.452], [-1.426, 1.568, 2.062], [-0.135, -2.581, -0.419], [0.690, 0.809, -1.479], [0.525, -0.482, -1.477], [0.082, -1.146, -0.435], [0.237, -3.061, -1.319], [-1.205, -2.769, -0.312], [0.354, -2.998, 0.461], [0.376, 1.541, -0.611], [0.903, 1.240, -2.365], [0.793, -1.056, -2.362], [-0.246, -0.619, 0.405]],
  "mulliken_charge": [-0.953, -0.180, -0.652, 0.229, 0.223, 0.243, 0.303, -0.949, -0.399, 0.125, -0.263, 0.346, 0.286, 0.271, 0.429, 0.168, 0.298, 0.475]
}

=====

*x*
{
  "formula": "C3H11N3O",
  "method": "ωB97M-V/def2-TZVPD",
  "symbols": ["C", "C", "N", "C", "N", "N", "H", "H", "H", "H", "H", "H", "H", "H", "H", "H", "H", "O"],
  "coordinates": [[1.447, 2.290, 0.945], [0.942, 0.842, 0.732], [1.284, 0.224, -0.621], [0.238, -0.516, -1.162], [-1.040, 0.170, -1.335], [0.582, -1.647, -1.617], [0.687, 3.082, 0.727], [1.671, 2.757, 1.916], [2.267, 2.591, 0.383], [-0.114, 0.790, 0.811], [1.190, 0.267, 1.525], [1.936, -0.512, -0.651], [-1.115, 1.145, -1.665], [-1.900, -0.277, -1.631], [-0.191, -1.886, -2.369], [-2.168, -3.405, 0.834], [-2.889, -3.104, 2.032], [-2.828, -2.811, 1.146]],
  "mulliken_charge": [-1.218, -0.540, -0.328, 0.348, -0.451, -0.672, 0.266, 0.360, 0.365, 0.447, 0.484, 0.284, 0.210, 0.205, 0.247, 0.312, 0.302, -0.620],
  "smiles": "[H]/N=C(\\N)NCC.O"
}

=====

Most stable: *x*. Least stable: *w*.

=====

*w*
{
  "formula": "C3H11N3O",
  "method": "ωB97M-V/def2-TZVPD",
  "symbols": ["C", "C", "N", "H", "H", "H", "H", "H", "H", "H", "C", "O", "N", "N", "H", "H", "H", "H"],
  "coordinates": [[1.514, 0.757, -0.040], [1.251, 0.591, 1.444], [-0.037, -1.725, -1.055], [0.770, -1.765, -0.430], [0.009, -1.560, -2.044], [2.128, -0.052, -0.427], [2.067, 1.672, -0.248], [0.812, 1.500, 1.854], [2.174, 0.376, 1.986], [0.555, -0.230, 1.622], [-1.592, 1.323, -0.773], [-2.101, 0.537, -1.563], [-1.261, -1.914, -0.584], [-1.344, -1.945, 0.670], [-2.316, -2.139, 0.912], [-1.763, 1.218, 0.309], [-1.321, 2.355, -1.075], [0.455, 1.000, -0.559]],
  "mulliken_charge": [-0.453, -0.877, -0.221, 0.253, 0.235, 0.281, 0.360, 0.298, 0.325, 0.246, -0.309, -0.422, -0.011, -0.487, 0.239, 0.291, 0.358, -0.105],
  "smiles": "[H]/N=N/N.C=O.CC"
}

=====

*x*
{
  "formula": "C3H11N3O",
  "method": "ωB97M-V/def2-TZVPD",
  "symbols": ["C", "C", "N", "C", "N", "N", "H", "H", "H", "H", "H", "H", "H", "H", "H", "H", "H", "O"],
  "coordinates": [[-0.562, 2.221, -0.080], [-0.745, 1.467, 1.230], [0.185, 0.386, 1.473], [-0.174, -0.894, 0.969], [0.752, -1.582, 0.179], [-1.302, -1.375, 1.278], [0.223, 2.962, 0.011], [-1.504, 2.645, -0.395], [-0.272, 1.515, -0.864], [-0.692, 2.216, 2.032], [-1.764, 1.113, 1.446], [0.547, 0.331, 2.409], [1.677, -1.709, 0.504], [0.667, -1.693, -0.818], [-1.357, -2.276, 0.815], [1.633, -1.062, -3.644], [1.526, -2.549, -3.436], [1.161, -1.715, -3.112]],
  "mulliken_charge": [-0.911, -0.525, -0.349, 0.321, -0.440, -0.585, 0.289, 0.302, 0.225, 0.372, 0.383, 0.261, 0.174, 0.219, 0.282, 0.314, 0.309, -0.641],
  "smiles": "[H]/N=C(\\N)NCC.O"
}

=====

*y*
{
  "formula": "C3H11N3O",
  "method": "ωB97M-V/def2-TZVPD",
  "symbols": ["C", "C", "C", "N", "N", "N", "O", "H", "H", "H", "H", "H", "H", "H", "H", "H", "H", "H"],
  "coordinates": [[0.856, 1.266, 0.782], [0.737, 0.192, -1.684], [-0.155, 0.306, -0.488], [0.658, -1.506, 0.581], [-1.519, -0.811, 1.252], [-0.500, -0.958, 0.143], [-1.252, 0.948, -0.949], [1.854, 0.857, 0.935], [0.880, 2.253, 0.410], [0.245, 1.010, 1.629], [0.233, -0.610, -2.298], [0.735, 1.081, -2.203], [1.727, -0.107, -1.250], [0.939, -1.081, 1.415], [0.466, -2.456, 0.761], [-2.436, -1.078, 0.950], [-1.615, 0.300, 1.414], [-1.853, 0.396, -1.400]],
  "mulliken_charge": [-1.278, -1.490, 0.670, -0.451, -0.683, 0.098, -0.512, 0.359, 0.419, 0.419, 0.387, 0.384, 0.305, 0.208, 0.247, 0.280, 0.287, 0.350],
  "smiles": "CC(C)(O)N(N)N"
}

=====

*z*
{
  "formula": "C3H11N3O",
  "method": "ωB97M-V/def2-TZVPD",
  "symbols": ["C", "C", "N", "C", "N", "N", "H", "H", "H", "H", "H", "H", "H", "H", "H", "H", "H", "O"],
  "coordinates": [[-2.723, -0.735, -0.925], [-1.502, -0.281, -0.125], [-0.334, -0.173, -0.994], [0.927, -0.049, -0.509], [1.374, -1.017, 0.388], [1.614, 1.024, -0.838], [-2.773, -1.829, -1.124], [-3.674, -0.571, -0.366], [-2.872, -0.182, -1.846], [-1.253, -0.932, 0.610], [-1.780, 0.648, 0.362], [-0.434, 0.511, -1.732], [1.713, -0.539, 1.256], [0.595, -1.743, 0.485], [2.620, 0.937, -0.467], [3.326, 1.980, 2.445], [2.502, 1.613, 1.238], [2.673, 1.336, 2.142]],
  "mulliken_charge": [-1.085, -0.418, -0.280, 0.592, -0.591, -0.866, 0.285, 0.345, 0.308, 0.336, 0.264, 0.286, 0.283, 0.301, 0.257, 0.316, 0.323, -0.657],
  "smiles": "[H]/N=C(\\N)NCC.O"
}

=====

Most stable: *z*. Least stable: *y*.

=====

*w*
{
  "formula": "C3H10NO2",
  "method": "ωB97M-V/def2-TZVPD",
  "symbols": ["C", "N", "C", "C", "O", "H", "H", "H", "H", "H", "H", "H", "H", "H", "H", "O"],
  "coordinates": [[-1.709, 0.014, -0.004], [-0.284, -0.408, 0.044], [0.361, 0.831, 0.535], [0.979, 1.653, -0.583], [0.580, 1.096, -1.724], [-2.301, -0.610, -0.753], [-1.623, 1.035, -0.377], [-2.111, 0.123, 1.090], [0.284, -0.543, -0.851], [0.917, 0.566, 1.440], [-0.372, 1.636, 0.971], [2.101, 1.728, -0.311], [0.600, 2.703, -0.458], [0.265, -1.913, 0.854], [0.515, -2.664, 2.156], [0.160, -2.870, 1.254]],
  "mulliken_charge": [-0.790, -0.475, -0.730, -0.096, -0.404, 0.301, 0.320, 0.255, 0.328, 0.405, 0.276, 0.292, 0.270, 0.437, 0.313, -0.702],
  "spin_multiplicity": 2
}

=====

*x*
{
  "formula": "C3H10NO2",
  "method": "ωB97M-V/def2-TZVPD",
  "symbols": ["C", "O", "H", "H", "H", "H", "C", "N", "C", "O", "H", "H", "H", "H", "H", "H"],
  "coordinates": [[0.122, -0.393, 2.326], [0.200, 0.800, 1.598], [0.632, -1.222, 1.726], [0.571, -0.268, 3.317], [-0.908, -0.699, 2.430], [-0.567, 0.796, 0.816], [0.987, 0.786, -1.280], [0.060, -0.149, -1.994], [-0.877, -0.676, -0.936], [-1.404, 0.335, -0.200], [0.487, 1.759, -1.033], [1.833, 1.017, -1.939], [1.208, 0.259, -0.346], [-0.473, 0.338, -2.691], [-0.229, -1.375, -0.355], [-1.640, -1.309, -1.438]],
  "mulliken_charge": [-0.536, -0.510, 0.190, 0.265, 0.274, 0.426, -0.668, -0.437, -0.281, -0.427, 0.250, 0.292, 0.290, 0.248, 0.257, 0.367],
  "spin_multiplicity": 2
}

=====

*y*
{
  "formula": "C3H10NO2",
  "method": "ωB97M-V/def2-TZVPD",
  "symbols": ["O", "C", "C", "N", "C", "H", "H", "H", "H", "H", "H", "H", "H", "H", "H", "O"],
  "coordinates": [[0.519, 1.433, -1.479], [1.501, 0.873, -0.886], [1.231, -0.543, -0.506], [0.002, -0.425, 0.497], [0.385, -0.491, 1.937], [2.480, 1.330, -0.730], [0.873, -1.097, -1.379], [2.055, -1.136, -0.017], [-0.348, 0.516, 0.309], [-0.739, -0.991, 0.073], [1.155, 0.230, 2.108], [0.880, -1.479, 1.996], [-0.531, -0.458, 2.532], [-3.576, -0.702, -0.423], [-3.000, 0.174, 0.630], [-2.724, -0.498, -0.013]],
  "mulliken_charge": [-0.708, -0.429, -0.414, -0.191, -0.961, 0.383, 0.259, 0.301, 0.347, 0.366, 0.387, 0.368, 0.313, 0.296, 0.298, -0.614],
  "spin_multiplicity": 2
}

=====

Most stable: *y*. Least stable: *w*.

=====

*w*
{
  "formula": "C4H3NS",
  "method": "ωB97M-V/def2-TZVPD",
  "symbols": ["C", "C", "C", "C", "H", "H", "H", "N", "S"],
  "coordinates": [[0.674, -0.955, 0.695], [0.003, -0.099, -0.097], [-0.332, 1.251, 0.354], [-0.402, -0.528, -1.423], [0.984, -0.644, 1.684], [0.923, -1.971, 0.362], [0.003, 1.478, 1.384], [-0.717, -0.903, -2.473], [-1.135, 2.371, -0.486]],
  "mulliken_charge": [-0.843, 0.948, -0.376, 0.021, 0.266, 0.308, 0.235, -0.366, -0.193],
  "smiles": "C=C(C#N)C=S"
}

=====

*x*
{
  "formula": "C4H3NS",
  "method": "ωB97M-V/def2-TZVPD",
  "symbols": ["C", "C", "C", "C", "N", "S", "H", "H", "H"],
  "coordinates": [[0.042, 0.456, -1.720], [1.183, -0.298, 1.552], [0.128, -0.176, 0.836], [-0.881, 0.293, -0.713], [0.761, 0.578, -2.581], [0.030, -1.821, 1.617], [1.771, 0.293, 2.235], [-1.566, -0.505, -0.649], [-1.469, 1.182, -0.576]],
  "mulliken_charge": [0.398, -0.303, 0.079, -0.516, -0.309, -0.254, 0.337, 0.302, 0.266]
}

=====

Most stable: *w*. Least stable: *x*.

=====

*w*
{
  "formula": "C6H8FNO2",
  "method": "ωB97M-V/def2-TZVPD",
  "symbols": ["C", "C", "C", "C", "C", "C", "N", "O", "O", "F", "H", "H", "H", "H", "H", "H", "H", "H"],
  "coordinates": [[2.175, -0.437, 1.770], [0.551, -1.114, -0.093], [2.667, -0.336, -0.647], [-1.521, -1.158, -1.095], [-1.021, 1.066, 0.132], [-0.848, -0.537, 0.119], [2.983, -0.334, 0.835], [3.603, -0.198, -1.371], [1.452, -0.534, -0.908], [-1.342, -1.170, 1.222], [2.472, -0.469, 2.858], [-1.369, -2.309, -1.038], [-2.629, -0.844, -1.124], [-1.092, -0.786, -2.009], [0.019, 1.479, -0.062], [-1.342, 1.409, 1.157], [-1.839, 1.183, -0.627], [4.041, -0.240, 0.813]],
  "mulliken_charge": [-0.233, -1.141, 0.585, -1.617, -1.156, 1.938, -0.069, -0.549, -0.039, -0.316, 0.244, 0.404, 0.357, 0.398, 0.257, 0.311, 0.340, 0.285]
}

=====

*x*
{
  "formula": "C6H8FNO2",
  "method": "ωB97M-V/def2-TZVPD",
  "symbols": ["C", "C", "C", "C", "C", "C", "N", "O", "O", "F", "H", "H", "H", "H", "H", "H", "H", "H"],
  "coordinates": [[-0.545, -0.169, 2.845], [-0.373, -0.778, 1.681], [1.634, -0.227, -0.925], [-0.817, -0.937, -1.021], [-0.915, -0.437, 0.410], [0.256, 0.083, -1.183], [-0.085, 1.336, -1.591], [2.517, 0.801, -1.259], [2.015, -1.243, -0.361], [-1.748, 0.639, 0.471], [-0.137, -0.590, 3.664], [-0.996, 0.843, 2.869], [0.146, -1.644, 1.382], [-0.501, -1.970, -1.073], [-1.734, -0.759, -1.620], [0.278, 2.010, -0.942], [-1.016, 1.469, -1.645], [2.023, 1.573, -1.702]],
  "mulliken_charge": [-0.942, -0.267, 0.390, -0.762, 0.642, 0.701, -0.813, -0.541, -0.598, -0.332, 0.363, 0.234, 0.353, 0.314, 0.302, 0.246, 0.281, 0.428]
}

=====

Most stable: *x*. Least stable: *w*.